(1)
This record from the OMol25 dataset describes a structure of composition C24H66AgN11O21 at a distorted geometry. The level of theory is ωB97M-V with the def2-TZVPD basis set.

Positions of all 123 atoms, in Å:
Ag (-0.75195, -0.34069, 1.31634)
N (2.57978, -1.87569, 0.70315)
O (2.95488, -2.15830, -0.45408)
O (1.50417, -1.32874, 0.93996)
O (3.26997, -2.19833, 1.63047)
N (-2.52048, 2.51052, 1.98313)
O (-3.69637, 2.45597, 1.88539)
O (-2.08862, 3.61462, 2.27269)
O (-1.77345, 1.57476, 1.73249)
N (1.11001, 1.94553, 3.54267)
O (0.51877, 2.50114, 4.49721)
O (0.75777, 0.84576, 3.21583)
O (2.05844, 2.44378, 3.02108)
N (1.53928, 1.87254, -0.68984)
O (0.57346, 1.47770, -0.06108)
O (1.58702, 1.83747, -1.88433)
O (2.55612, 2.27274, -0.00631)
N (1.53679, -4.13945, 3.94412)
O (0.99929, -5.14619, 3.47183)
O (0.93478, -3.34844, 4.61129)
O (2.74181, -4.03344, 3.76807)
C (3.27746, -0.51649, -3.81451)
C (2.15002, -1.62688, -3.98361)
C (2.69312, -3.06007, -4.14100)
O (3.46172, -3.37564, -5.27847)
C (2.69436, -3.22340, -6.48678)
N (1.45559, -1.32025, -2.69737)
H (3.99941, -0.44941, -3.00064)
H (2.78793, 0.45564, -3.75599)
H (3.88853, -0.45884, -4.71527)
H (1.50235, -1.35568, -4.81732)
H (1.98463, -3.88534, -4.21224)
H (3.38635, -3.30698, -3.33691)
H (1.71465, -3.70050, -6.51196)
H (3.19289, -3.70770, -7.32643)
H (2.50246, -2.17974, -6.73587)
H (1.25008, -0.33142, -2.68914)
H (2.10323, -1.59612, -1.97309)
C (-1.17852, 5.00291, -0.65643)
C (-1.33726, 6.48235, -0.13438)
C (-1.78019, 7.45078, -1.24062)
O (-1.56913, 8.74805, -0.68310)
C (-0.33377, 9.32433, -0.90278)
N (-2.25130, 6.48025, 1.02845)
H (-2.14504, 4.68373, -1.04638)
H (-0.79502, 4.35824, 0.13442)
H (-0.32753, 4.83923, -1.31759)
H (-0.36148, 6.82262, 0.21226)
H (-2.77277, 7.31610, -1.67043)
H (-1.09584, 7.29912, -2.07534)
H (-0.32342, 9.75032, -1.90604)
H (0.47179, 8.59189, -0.85079)
H (-0.16778, 10.16055, -0.22361)
H (-2.55965, 7.43982, 1.09355)
H (-2.96455, 5.95301, 0.54534)
C (-2.29160, 2.83146, -3.00443)
C (-2.02818, 1.59906, -3.76680)
C (-2.06981, 1.67608, -5.28579)
O (-1.67537, 0.40845, -5.77613)
C (-1.88713, 0.24606, -7.20942)
N (-0.79746, 0.94278, -3.26137)
H (-2.39506, 2.64527, -1.93544)
H (-3.16750, 3.36045, -3.38003)
H (-1.40138, 3.44876, -3.12510)
H (-2.72640, 0.90331, -3.30148)
H (-1.28690, 2.33544, -5.66049)
H (-3.08414, 1.96938, -5.55636)
H (-1.43656, -0.68084, -7.56429)
H (-1.20692, 0.90557, -7.74835)
H (-2.92401, 0.25020, -7.54553)
H (-0.18438, 1.69398, -2.97863)
H (-0.33602, 0.53824, -4.06357)
C (-1.84541, -2.16643, -2.84863)
C (-1.66453, -2.19548, -1.24978)
C (-0.98817, -3.50440, -1.00707)
O (-1.36042, -3.93465, 0.31401)
C (-0.75145, -5.10574, 0.80013)
N (-0.90622, -1.01736, -0.93916)
H (-0.83608, -2.32456, -3.22855)
H (-2.40133, -1.34402, -3.29883)
H (-2.37528, -3.05123, -3.20144)
H (-2.65213, -2.13760, -0.79218)
H (0.07076, -3.33744, -1.20429)
H (-1.30259, -4.23533, -1.75205)
H (0.33322, -5.02486, 0.87112)
H (-1.00094, -5.96701, 0.18040)
H (-1.23095, -5.38009, 1.73976)
H (-1.14220, -0.46199, -1.74909)
H (-0.00372, -1.24500, -1.33132)
C (-2.00460, -0.95317, 4.32183)
C (-2.17753, -2.07080, 3.31702)
C (-3.45601, -1.90705, 2.39609)
O (-3.28613, -0.99250, 1.32281)
C (-4.36221, -0.43296, 0.56880)
N (-1.00847, -2.23843, 2.45779)
H (-1.22318, -1.01652, 5.07910)
H (-2.95192, -1.02195, 4.85658)
H (-1.94376, 0.04133, 3.87983)
H (-2.25154, -3.08964, 3.69729)
H (-4.31482, -1.67205, 3.02483)
H (-3.60709, -2.83434, 1.84345)
H (-5.04717, 0.02988, 1.27922)
H (-5.04954, -1.17154, 0.15627)
H (-3.98810, 0.25743, -0.18718)
H (-1.02435, -3.06864, 1.88280)
H (-0.31736, -2.53715, 3.13102)
C (2.14577, -0.59891, 6.54217)
C (3.43027, -1.17238, 5.88797)
C (3.78268, -2.51852, 6.50380)
O (4.69530, -3.14985, 5.70043)
C (5.20470, -4.40882, 6.10583)
N (3.18871, -1.02665, 4.45049)
H (1.30436, -1.28136, 6.42221)
H (1.82752, 0.25200, 5.93986)
H (2.26121, -0.40196, 7.60800)
H (4.09890, -0.34717, 6.13305)
H (2.93165, -3.19908, 6.47739)
H (4.14912, -2.35908, 7.51790)
H (5.67944, -4.94250, 5.28248)
H (4.39749, -5.06407, 6.43321)
H (5.80668, -4.06785, 6.94812)
H (2.29587, -1.43790, 4.21852)
H (2.82522, -0.08621, 4.39080)

Output
Gap between HOMO and LUMO (spin up / spin down): 5.13 / 3.97 eV
Molecular weight: 952.72 g/mol
Net charge: -3
Spin multiplicity: 2
HOMO (spin up / spin down): -0.44 / 0.11 eV

---

(2)
This record from the OMol25 dataset describes a structure of composition C42H59Cl2N2O4PSTi at a distorted geometry. The level of theory is ωB97M-V with the def2-TZVPD basis set.

Positions of all 112 atoms, in Å:
Ti (-0.28188, -0.55744, -1.85367)
O (-2.36522, -2.34359, -4.21371)
Cl (-1.24422, -2.65042, -3.40776)
O (-0.07629, -1.85643, -3.79106)
O (-0.97314, -4.02683, -3.31586)
O (-1.48907, -2.10292, -1.99702)
C (2.78335, -3.35646, -4.42321)
C (2.33359, -3.93443, -3.07889)
C (3.48521, -4.70120, -2.40575)
C (1.86095, -2.89653, -2.09391)
C (2.34777, -1.59497, -2.07887)
C (2.20739, -0.74220, -0.96466)
C (3.16247, 0.45774, -0.97596)
C (2.47686, 1.77883, -0.63456)
C (4.40621, 0.24824, -0.09780)
C (1.41554, -1.16270, 0.14361)
C (0.67219, -2.37399, -0.01670)
C (0.96941, -3.22309, -1.08388)
C (-0.36535, -2.89846, 0.97480)
C (0.20210, -3.41579, 2.30295)
C (-1.47130, -1.86572, 1.20853)
C (1.88625, -0.85837, 1.58096)
C (2.95800, -1.74623, 1.80654)
C (3.68449, -1.77581, 2.97589)
C (3.36142, -0.88584, 3.98904)
C (2.30159, -0.02107, 3.79795)
C (1.52433, 0.01689, 2.62613)
P (0.02196, 1.11105, 2.72114)
C (-0.90125, 0.52301, 4.30321)
C (-0.84014, -1.00625, 4.35935)
C (-0.50752, 1.04739, 5.69414)
C (-2.35439, 0.94584, 4.03278)
C (0.65890, 2.91307, 2.91783)
C (0.09130, 3.65413, 4.13180)
C (0.11498, 3.64466, 1.67556)
C (2.18725, 3.02300, 2.99964)
H (2.89359, -4.16091, -5.15052)
H (3.75375, -2.86053, -4.33633)
H (2.05843, -2.64325, -4.82065)
H (1.51334, -4.63309, -3.24680)
H (4.33080, -4.03178, -2.22259)
H (3.82446, -5.50737, -3.05893)
H (3.17989, -5.14060, -1.45362)
H (2.98814, -1.26435, -2.88705)
H (3.52371, 0.53036, -2.00318)
H (1.91195, 1.67881, 0.28746)
H (1.80614, 2.10176, -1.43044)
H (3.22017, 2.56582, -0.49797)
H (4.18976, 0.41008, 0.95686)
H (5.16884, 0.96994, -0.39928)
H (4.82504, -0.75484, -0.21554)
H (0.49097, -4.19543, -1.10943)
H (-0.82603, -3.75384, 0.47984)
H (0.57849, -2.61330, 2.93389)
H (1.01353, -4.12995, 2.13424)
H (-0.59260, -3.93265, 2.84641)
H (-1.05892, -0.94735, 1.62677)
H (-2.21811, -2.25774, 1.90141)
H (-1.99080, -1.62937, 0.28099)
H (3.23550, -2.43449, 1.01115)
H (4.49862, -2.48310, 3.09106)
H (3.91632, -0.88172, 4.92001)
H (2.04535, 0.65440, 4.60045)
H (0.14737, -1.36634, 4.65042)
H (-1.11577, -1.47307, 3.41504)
H (-1.55288, -1.35386, 5.11500)
H (0.56348, 1.04295, 5.89136)
H (-0.96223, 0.38259, 6.43569)
H (-0.89499, 2.04240, 5.88695)
H (-2.76683, 0.42479, 3.16674)
H (-2.43760, 2.02151, 3.84838)
H (-2.97642, 0.70959, 4.90448)
H (-0.99798, 3.61520, 4.17697)
H (0.37292, 4.70811, 4.03806)
H (0.50807, 3.29405, 5.06773)
H (-0.97846, 3.60933, 1.65768)
H (0.47889, 3.22772, 0.73617)
H (0.41800, 4.69603, 1.71374)
H (2.53953, 2.80629, 4.01081)
H (2.47971, 4.05405, 2.76907)
H (2.72095, 2.36488, 2.32056)
Cl (-1.52509, 3.63792, -2.36896)
C (-2.59566, 2.81946, -1.26107)
C (-3.85759, 3.36691, -1.08825)
C (-4.72966, 2.81096, -0.16467)
C (-4.31975, 1.71778, 0.58506)
C (-3.06114, 1.17707, 0.38538)
C (-2.16247, 1.69146, -0.55501)
C (-0.80420, 1.06555, -0.68820)
H (-4.14081, 4.24212, -1.65939)
H (-5.70959, 3.24567, -0.01176)
H (-4.97943, 1.29314, 1.33297)
H (-2.74759, 0.33608, 0.98957)
H (-0.46656, 0.79427, 0.32938)
H (-0.11351, 1.81656, -1.07577)
C (-3.04897, 2.51858, -6.57770)
C (-2.64808, 1.70090, -5.40040)
C (-3.51429, 1.09896, -4.53416)
C (-3.03016, 0.37151, -3.44233)
N (-1.70038, 0.29365, -3.22840)
C (-0.85958, 0.91919, -4.05870)
S (0.77462, 0.87660, -3.64169)
N (-1.32348, 1.55016, -5.15203)
C (-4.00801, -0.27286, -2.52896)
H (-4.12468, 2.66324, -6.59074)
H (-2.75260, 2.02979, -7.50989)
H (-2.55938, 3.49560, -6.54499)
H (-4.58102, 1.18740, -4.68694)
H (-0.64390, 1.99029, -5.75887)
H (-4.65106, -0.93179, -3.11529)
H (-4.64123, 0.50385, -2.09338)
H (-3.54463, -0.83879, -1.73642)

Output
Gap between HOMO and LUMO: 5.71 eV
Molecular weight: 837.76 g/mol
Net charge: +2
Spin multiplicity: 1
HOMO: -12.58 eV

---

(3)
This record from the OMol25 dataset describes a structure of composition CuI at a distorted geometry. The level of theory is ωB97M-V with the def2-TZVPD basis set.

Positions of all 2 atoms, in Å:
Cu (1.36100, -0.48935, -0.14388)
I (-1.36100, 0.48935, 0.14388)

Output
Gap between HOMO and LUMO (spin up / spin down): 8.95 / 6.73 eV
Molecular weight: 190.45 g/mol
Net charge: +1
Spin multiplicity: 2
HOMO (spin up / spin down): -15.61 / -15.26 eV

---

(4)
This record from the OMol25 dataset describes a structure of composition CHBrNO2 at a distorted geometry. The level of theory is ωB97M-V with the def2-TZVPD basis set.

Positions of all 6 atoms, in Å:
C (-0.34199, -0.31595, 0.25832)
N (0.48333, 0.34558, -0.39087)
O (0.00435, 1.92976, 0.31551)
O (1.25763, 0.14772, -1.31255)
Br (-0.25933, -2.27503, 0.28215)
H (-1.14399, 0.16792, 0.84745)

Output
Gap between HOMO and LUMO: 7.22 eV
Molecular weight: 138.93 g/mol
Net charge: -1
Spin multiplicity: 1
HOMO: -3.82 eV

---

(5)
This record from the OMol25 dataset describes the molecule C14H16N4O2 at a distorted geometry. The level of theory is ωB97M-V with the def2-TZVPD basis set.

Positions of all 36 atoms, in Å:
C (0.23256, -2.90701, 2.33611)
C (0.71991, -1.81429, 1.46266)
N (0.02531, -1.28383, 0.53873)
N (0.70529, -0.25611, -0.03490)
C (0.27049, 0.13959, -1.35582)
C (0.47993, -0.92012, -2.33148)
N (0.68206, -1.78408, -3.05290)
C (-1.18732, 0.55248, -1.26090)
C (-2.20417, -0.14080, -1.90426)
C (-3.52757, 0.24713, -1.75165)
C (-3.85169, 1.32518, -0.95159)
C (-2.82925, 2.01031, -0.30531)
N (-3.14859, 3.13591, 0.53820)
O (-2.22730, 3.72471, 1.06309)
O (-4.31764, 3.42685, 0.67073)
C (-1.50306, 1.63347, -0.45273)
C (2.11365, -0.20184, 0.40982)
C (2.44142, 1.22885, 0.83547)
C (3.08421, -0.68231, -0.67168)
C (2.08751, -1.18252, 1.60158)
H (0.88832, -3.77372, 2.25531)
H (0.22929, -2.58539, 3.37763)
H (-0.77461, -3.18948, 2.04464)
H (0.87056, 1.00789, -1.66122)
H (-1.96288, -0.99093, -2.52437)
H (-4.30703, -0.30077, -2.25754)
H (-4.87288, 1.64528, -0.81395)
H (-0.73492, 2.18085, 0.07255)
H (3.43613, 1.26919, 1.27212)
H (1.72010, 1.57750, 1.57125)
H (2.41830, 1.90298, -0.01856)
H (4.09284, -0.71950, -0.26606)
H (3.08997, -0.01279, -1.52957)
H (2.80947, -1.67822, -1.01428)
H (2.88379, -1.92608, 1.55265)
H (2.16781, -0.65840, 2.55621)

Output
Gap between HOMO and LUMO: 7.94 eV
Molecular weight: 272.31 g/mol
Structure (SMILES): CC1=NN([C@@H](C#N)c2cccc([N+](=O)[O-])c2)C(C)(C)C1
Spin multiplicity: 1
HOMO: -8.46 eV

---

Question: What is the molecular weight in the fourth record?
Answer: 138.93 g/mol

---

Question: The highest molecular weight belongs to which entry?
Answer: C24H66AgN11O21

---

Question: What is the spin multiplicity in the first record?
Answer: 2